Entry from the OMol25 dataset: a molecular structure, C3H10N2 (ωB97M-V with the def2-TZVPD basis set).

Cartesian coordinates (Å):
C -0.670 0.071 0.968
C 0.548 -0.638 0.459
C 0.522 -0.850 -1.049
N 0.737 0.464 -1.804
N -1.307 0.921 0.134
H -1.374 -0.623 1.480
H -0.290 0.922 1.922
H 1.401 0.057 0.603
H 0.872 -1.498 1.047
H -0.453 -1.333 -1.253
H 1.365 -1.407 -1.421
H 0.615 0.229 -2.801
H -0.077 1.164 2.673
H -1.669 1.731 0.627
H -0.219 0.791 -1.585

Calculated values
Kohn-Sham gap in Ha: 0.2874
ΔE to the lowest compared entry with this formula, charge and spin in kcal/mol: 115.24
DFT total energy in Ha: -229.62560
Total charge: 0